{
  "formula": "C31H30ClN5O2STa",
  "method": "the ωB97M-V functional and the def2-TZVPD basis",
  "symbols": ["Ta", "N", "C", "C", "C", "C", "C", "N", "C", "C", "C", "C", "C", "N", "H", "H", "H", "H", "H", "H", "H", "H", "H", "N", "C", "C", "O", "O", "H", "H", "H", "H", "N", "S", "C", "C", "C", "C", "C", "C", "C", "C", "C", "C", "C", "C", "H", "H", "H", "H", "H", "H", "H", "H", "H", "H", "H", "Cl", "C", "C", "C", "C", "C", "C", "C", "H", "H", "H", "H", "H", "H"],
  "coordinates": [[0.4412, -0.7829, -0.5266], [-0.5604, -2.0552, -3.6751], [0.0042, -3.0612, -2.9122], [0.1705, -4.2904, -3.5640], [0.7761, -5.3344, -2.9148], [1.2092, -5.1223, -1.6028], [1.0105, -3.8979, -1.0379], [0.4071, -2.8384, -1.6504], [-1.2414, -0.9126, -3.3422], [-2.0126, -0.3389, -4.3644], [-2.7194, 0.8083, -4.1290], [-2.6516, 1.3772, -2.8514], [-1.8786, 0.7767, -1.9079], [-1.1428, -0.3684, -2.1130], [-0.6951, -2.3256, -4.6392], [-0.1871, -4.3972, -4.5792], [0.9171, -6.2873, -3.4060], [1.7086, -5.8947, -1.0367], [1.3838, -3.7310, -0.0419], [-2.0432, -0.8231, -5.3307], [-3.3170, 1.2573, -4.9104], [-3.1919, 2.2790, -2.6061], [-1.7831, 1.2044, -0.9253], [0.1087, -2.4199, 1.3503], [1.3586, -2.5663, 2.1246], [2.5295, -2.1344, 1.2624], [3.6740, -2.3536, 1.4103], [2.0365, -1.4184, 0.1880], [-0.6181, -2.0646, 1.9638], [-0.2259, -3.3325, 1.0475], [1.5354, -3.5789, 2.4862], [1.3484, -1.9092, 2.9968], [-0.8745, 0.0883, 0.7908], [-0.6260, 0.9083, 2.2486], [-0.6740, 2.6335, 1.8741], [-1.6354, 3.2379, 1.0699], [-1.5961, 4.6106, 0.9136], [-0.6208, 5.3635, 1.5652], [0.3276, 4.7498, 2.3689], [0.3117, 3.3708, 2.5244], [-2.0797, 0.5075, 3.1738], [-1.8529, 0.0190, 4.4566], [-2.9463, -0.2809, 5.2564], [-4.2313, -0.0945, 4.7677], [-4.4418, 0.3939, 3.4800], [-3.3647, 0.7076, 2.6725], [-1.7562, -0.4192, 0.8764], [-2.4098, 2.6595, 0.5858], [-2.3326, 5.1039, 0.2953], [-0.6077, 6.4380, 1.4449], [1.0787, 5.3391, 2.8756], [1.0529, 2.8810, 3.1434], [-0.8454, -0.1058, 4.8335], [-2.7920, -0.6514, 6.2599], [-5.0818, -0.3236, 5.3951], [-5.4493, 0.5427, 3.1174], [-3.5261, 1.1119, 1.6823], [1.9125, -0.4850, -2.8038], [3.2064, 0.4966, -2.0762], [4.4757, 0.4776, -2.6023], [5.4287, 1.2504, -1.9470], [5.0843, 1.9872, -0.8241], [3.7838, 1.9808, -0.3369], [2.8042, 1.2256, -0.9708], [1.3779, 1.1521, -0.5489], [4.7257, -0.1102, -3.4735], [6.4440, 1.2653, -2.3167], [5.8383, 2.5766, -0.3213], [3.5294, 2.5753, 0.5315], [0.7483, 1.7800, -1.2018], [1.2629, 1.5723, 0.4576]],
  "forces_ev_per_angstrom": [[-0.3, -0.8, -0.1], [0.0, -0.1, 0.1], [-0.1, 0.1, -0.1], [0.0, 0.0, 0.1], [0.0, 0.1, 0.0], [0.0, 0.0, 0.0], [0.2, -0.1, 0.2], [-0.1, 0.2, -0.2], [0.0, 0.0, 0.0], [0.0, 0.0, 0.0], [0.1, -0.1, 0.0], [0.0, 0.0, 0.0], [0.0, 0.1, 0.1], [0.0, 0.0, 0.0], [0.0, 0.0, 0.0], [0.0, 0.0, 0.0], [0.0, 0.0, 0.0], [0.0, 0.0, 0.0], [0.0, -0.1, -0.2], [0.0, 0.0, 0.0], [0.0, 0.0, 0.0], [0.0, 0.0, 0.0], [0.0, 0.0, 0.0], [-0.6, 0.0, 0.2], [0.1, 0.0, 0.1], [0.1, -0.2, -0.2], [-0.1, 0.0, 0.2], [0.8, 0.5, -0.1], [0.0, -0.1, 0.0], [0.0, 0.0, 0.0], [-0.1, 0.0, 0.0], [-0.1, 0.0, 0.0], [-0.2, 0.0, 0.1], [0.0, 0.2, -0.1], [0.0, 0.0, 0.1], [0.0, 0.0, 0.0], [0.0, 0.0, 0.0], [0.0, 0.0, 0.0], [0.0, 0.0, 0.0], [0.0, 0.0, 0.0], [0.1, 0.0, 0.0], [0.1, 0.0, 0.0], [0.0, 0.0, 0.0], [0.0, 0.0, 0.0], [0.0, 0.0, 0.0], [0.0, 0.0, 0.0], [-0.1, 0.2, -0.1], [0.0, 0.0, 0.0], [0.0, 0.0, 0.0], [0.0, 0.0, 0.0], [0.0, 0.0, 0.0], [0.0, 0.0, 0.0], [0.0, 0.0, 0.0], [0.0, 0.0, 0.0], [0.0, 0.0, 0.0], [0.0, 0.0, 0.0], [0.0, 0.0, 0.0], [0.1, -0.1, 0.0], [0.0, 0.1, 0.1], [0.0, 0.0, 0.0], [0.0, 0.0, 0.0], [0.0, 0.0, 0.0], [-0.1, 0.0, 0.0], [0.2, -0.1, -0.1], [-0.2, 0.3, 0.1], [0.0, 0.0, 0.0], [0.0, 0.0, 0.0], [0.0, 0.0, 0.0], [0.0, 0.0, 0.0], [0.0, 0.0, 0.0], [0.1, 0.0, 0.0]],
  "total_charge": 3,
  "orbital_gap_ev": 6.7,
  "de_lowest_kcal_mol": 24.3
}